No. 1
{
  "formula": "C5H12O5P2",
  "method": "ωB97M-V/def2-TZVPD",
  "elements": ["C", "C", "C", "C", "C", "O", "O", "O", "O", "O", "P", "P", "H", "H", "H", "H", "H", "H", "H", "H", "H", "H", "H", "H"],
  "coordinates": [[-0.8623, 0.5745, 0.6084], [0.4531, 1.4165, 0.4200], [-1.4678, -0.0583, -0.7200], [1.4542, 0.5771, -0.3702], [-2.9251, -0.3736, -0.4009], [-0.7355, -1.2894, -0.9105], [-0.5447, -0.6196, 1.2894], [0.2359, 2.5812, -0.3409], [-3.4085, -0.5944, 0.9183], [2.6809, 0.6050, 0.3174], [0.8844, -1.0753, -0.5933], [3.5338, -0.7956, 0.0960], [-1.7278, 1.2093, 1.0247], [0.7630, 1.7931, 1.5213], [-1.4191, 0.4937, -1.5855], [-3.1769, -1.2928, -1.0253], [-3.5073, 0.4842, -0.7993], [-0.3706, -0.4223, 2.2739], [0.3462, 2.2656, -1.2030], [-2.7908, -1.3360, 1.2986], [1.5202, -1.3872, -1.8690], [0.6920, -2.2443, -0.0318], [4.1523, -0.4780, -1.0565], [4.8256, -0.4031, 0.5952]],
  "atomic_forces_ev_per_a": [[-1.1, 1.7, -1.5], [-0.3, 0.0, 1.6], [0.1, -1.3, 3.9], [-1.6, 0.0, 1.8], [-1.5, -0.9, -1.9], [0.5, 2.1, -1.1], [-0.1, 0.7, 4.0], [-1.0, 1.0, 2.3], [2.7, -1.9, 0.8], [1.8, -0.2, 0.1], [-0.6, -0.5, -3.5], [0.4, 0.8, 1.2], [1.5, -1.0, 0.0], [-0.2, -1.1, -2.4], [0.1, 1.7, -1.8], [0.1, 1.1, 0.5], [0.1, -0.5, 0.3], [-0.3, -0.3, -2.2], [0.4, -0.4, -2.4], [-1.8, 2.0, -0.9], [-0.4, -0.2, 1.1], [1.1, -2.6, 1.8], [0.3, -0.1, -2.1], [-0.6, -0.1, 0.8]],
  "nbo_charge": [0.032, 0.029, 0.032, -0.387, -0.085, -0.773, -0.751, -0.709, -0.709, -0.780, 1.252, 0.658, 0.220, 0.177, 0.198, 0.178, 0.187, 0.502, 0.470, 0.478, -0.037, -0.087, -0.071, -0.021],
  "gap_ev": 7.70,
  "de_lowest_kcal_mol": 17.4,
  "homo_ev": -7.58,
  "spin_multiplicity": 1
}

No. 2
{
  "formula": "C4H8BF3LiO3S",
  "method": "ωB97M-V/def2-TZVPD",
  "elements": ["C", "C", "C", "B", "O", "S", "O", "O", "C", "F", "F", "F", "H", "H", "H", "H", "H", "H", "H", "H", "Li"],
  "coordinates": [[-0.7654, 1.0048, 1.6683], [0.1633, 1.6332, 0.6500], [-0.3885, 1.5407, -0.7613], [-0.6808, 0.0644, -1.1655], [-1.5986, -0.2792, -2.0809], [0.2036, -1.4222, -0.2925], [0.5449, -1.1346, 1.0935], [-0.6871, -2.5355, -0.4433], [1.7713, -1.9174, -1.1974], [1.6809, -1.5562, -2.4706], [2.8134, -1.3419, -0.6056], [1.8726, -3.2371, -1.1011], [-0.1072, 0.4419, 2.3179], [-1.3222, 1.7243, 2.2491], [-1.4743, 0.3051, 1.2417], [0.3139, 2.6727, 0.9087], [1.1476, 1.1972, 0.6842], [0.3077, 1.9949, -1.4630], [-1.3131, 2.0941, -0.8780], [-2.4351, -0.4953, -1.6520], [-0.0468, -0.7538, 3.2979]],
  "atomic_forces_ev_per_a": [[0.0, 0.3, 0.6], [0.0, 1.0, -0.2], [0.3, -0.7, 0.3], [0.0, 1.4, -1.1], [0.2, -0.2, 0.7], [-0.7, -1.4, 0.4], [1.0, -0.2, 0.5], [-0.3, -0.3, -0.5], [0.3, -0.5, 0.4], [0.0, 0.1, 0.2], [-0.1, 0.0, -0.3], [0.0, 0.5, -0.1], [-0.1, 0.9, -0.1], [-0.2, 0.3, 0.1], [-0.2, -0.2, -0.1], [0.0, 0.3, 0.1], [0.3, -0.3, 0.1], [0.2, 0.0, -0.3], [-0.3, 0.2, 0.0], [-0.4, -0.4, -0.5], [0.2, -1.0, -0.2]],
  "nbo_charge": [-0.546, -0.401, -0.821, 0.858, -0.882, 1.782, -1.038, -0.894, 0.775, -0.290, -0.295, -0.277, 0.074, 0.237, 0.199, 0.232, 0.219, 0.289, 0.257, 0.537, 0.986],
  "gap_ev": 9.54,
  "total_charge": 1,
  "de_lowest_kcal_mol": 10.5,
  "homo_ev": -13.97,
  "spin_multiplicity": 1
}

No. 3
{
  "formula": "C2H18O6",
  "method": "ωB97M-V/def2-TZVPD",
  "elements": ["C", "C", "H", "H", "H", "H", "H", "H", "O", "H", "H", "O", "H", "H", "O", "H", "H", "O", "H", "H", "O", "H", "H", "O", "H", "H"],
  "coordinates": [[1.8473, -1.9593, -2.0780], [2.6060, -2.1170, -0.6689], [2.3427, -2.6405, -2.7693], [2.0421, -0.9490, -2.3646], [0.7417, -1.9925, -1.9698], [3.3909, -1.4207, -0.7102], [1.8796, -1.8245, 0.1481], [2.8177, -3.1943, -0.5539], [-1.3468, 2.3092, -1.8715], [-1.0988, 2.4771, -2.8556], [-1.2647, 1.3109, -1.6863], [0.3924, -1.1690, 3.2688], [1.1905, -1.2024, 2.8557], [0.3642, -0.2093, 3.5243], [-2.2737, -0.5921, 1.0250], [-2.5216, 0.3322, 1.2679], [-1.7729, -0.8771, 1.9046], [-2.4331, 2.0841, 0.8422], [-2.9082, 1.7680, 0.0875], [-1.7555, 2.6546, 0.5534], [-1.4770, -0.3373, -1.4334], [-1.6983, -0.3286, -0.5065], [-1.9741, -1.0044, -1.7157], [2.9655, 1.3094, 0.7458], [3.9601, 1.4929, 0.8844], [2.9269, 1.2319, -0.2286]],
  "atomic_forces_ev_per_a": [[0.3, 0.1, 2.0], [-3.6, -0.9, -0.7], [-0.7, 0.0, -0.3], [0.1, 0.7, -0.7], [0.8, -0.7, -0.3], [1.5, 0.3, 0.4], [1.0, -0.2, -0.8], [0.6, 0.7, 0.3], [0.8, -0.6, -2.0], [-0.7, -0.8, 2.8], [-0.2, 1.6, -1.0], [-3.6, 2.0, 2.2], [3.7, -0.5, -2.1], [-0.2, -1.3, -0.2], [1.1, -0.3, 3.7], [0.3, -0.5, -0.2], [-1.3, 0.5, -2.9], [-1.2, -0.8, 1.8], [-0.2, 0.3, -1.1], [1.2, 1.0, -0.9], [3.3, 3.9, 0.8], [0.2, -0.1, 1.5], [-3.2, -4.3, -2.4], [2.6, 0.4, -0.5], [-2.4, -0.4, -0.1], [-0.2, 0.0, 0.7]],
  "nbo_charge": [-0.612, -0.608, 0.202, 0.191, 0.220, 0.199, 0.201, 0.206, -1.022, 0.476, 0.506, -0.934, 0.466, 0.470, -0.994, 0.501, 0.507, -0.960, 0.483, 0.500, -0.964, 0.498, 0.468, -0.940, 0.470, 0.471],
  "gap_ev": 11.21,
  "de_lowest_kcal_mol": 32.4,
  "homo_ev": -10.80,
  "smiles": "CC.O.O.O.O.O.O",
  "spin_multiplicity": 1
}

No. 4
{
  "formula": "C5H2ClFO",
  "method": "ωB97M-V/def2-TZVPD",
  "elements": ["O", "C", "C", "C", "F", "C", "Cl", "C", "H", "H"],
  "coordinates": [[0.7543, 1.0542, -2.7225], [0.5676, 0.7258, -1.5365], [1.5938, -0.0367, -0.7561], [0.8513, -0.4211, 0.3332], [1.1023, -1.4226, 1.1842], [-0.5992, 0.1501, 0.3106], [-1.5742, -0.1859, 1.6925], [-0.7572, 0.7524, -0.9074], [2.5255, -0.7734, -1.0359], [-1.6564, 1.2805, -1.2767]],
  "atomic_forces_ev_per_a": [[-0.5, -0.2, 2.5], [1.6, -0.2, -4.7], [0.1, -3.0, 2.4], [-0.3, 0.0, -1.4], [0.1, 0.9, -0.3], [1.5, -0.3, -0.9], [0.1, 0.4, -0.9], [-1.2, 0.1, 2.9], [-2.4, 2.7, 0.3], [0.9, -0.4, 0.1]],
  "nbo_charge": [-0.480, 0.496, -0.395, 0.426, -0.298, -0.060, 0.083, -0.300, 0.271, 0.257],
  "gap_ev": 8.60,
  "de_lowest_kcal_mol": 21.0,
  "homo_ev": -9.79,
  "smiles": "O=C1C=C(F)C(Cl)=C1",
  "spin_multiplicity": 1
}

no.,calculated total energy (eV)
1,-34188.9490
2,-30283.0371
3,-14650.1208
4,-22502.2397